# 1
Entry from the Open Molecules 2025 dataset: a 2-piece molecular cluster, C5H15N3 overall in a non-equilibrium geometry (ωB97M-V/def2-TZVPD).

Values from the calculation:
Gap between HOMO and LUMO (alpha / beta) = 0.2021 / 0.1685 Eh
Max |F| = 1.6 eV Å⁻¹
E_LUMO (alpha / beta) = 3.94 / 3.03 eV
<S²> = 0.75

Geometry as ORCA input:
```
! wB97M-V def2-TZVPD RIJCOSX def2/J DEFGRID3
* xyz -1 2
N -2.47487 -0.27093 -0.55965
N 1.55728 -0.29057 2.02729
N -0.64964 0.79060 0.54559
C 0.74799 -1.15090 -0.20333
C 1.81053 -1.20980 0.92344
C 0.30303 0.28823 -0.48707
C -1.90044 0.10547 0.66803
C 1.43815 1.27000 -0.61982
H -0.08781 -1.77189 0.11509
H 1.05908 -0.83353 2.73319
H 1.84259 1.55877 0.34777
H -0.05217 0.76284 1.38530
H -3.32948 -0.77938 -0.31356
H 2.78481 -0.96672 0.45411
H -0.29677 0.29627 -1.40381
H -2.03041 1.53274 -3.16409
H -2.57038 0.81317 1.19046
H 2.25886 0.91168 -1.23834
H -1.83238 -0.79328 1.31658
H 1.07689 2.20745 -1.06583
H -2.64538 1.41622 -2.74662
H 1.92189 -2.26579 1.24854
H 1.06865 -1.62064 -1.15324
*
```

---

# 2
Entry from the Open Molecules 2025 dataset: a 2-piece molecular cluster, C4H13N3O overall (ωB97M-V/def2-TZVPD).

Values from the calculation:
Gap between HOMO and LUMO = 0.3642 Eh
Max |F| = 1.0 eV Å⁻¹
SMILES = NC(N)CC=O.CN
E_LUMO = 0.84 eV

Geometry as ORCA input:
```
! wB97M-V def2-TZVPD RIJCOSX def2/J DEFGRID3
* xyz 0 1
O 2.24863 -1.36653 0.30942
N 0.56836 -0.03953 1.96122
N 0.17466 1.67792 -1.98039
N -1.72413 0.34540 -1.80062
C -0.47214 0.68477 -1.14411
C 0.33499 -0.61147 -0.94788
C 1.55744 -0.44442 -0.08790
C -0.55480 -0.89444 2.31720
H 1.93090 0.59676 -0.02942
H 1.10373 1.89066 -1.63739
H 1.45061 -0.45163 2.29777
H 0.43890 0.90392 2.31262
H 0.25947 1.31610 -2.92503
H 0.66671 -0.96989 -1.92629
H -0.73329 -0.95153 3.39727
H -0.34831 -1.89946 1.95229
H -0.29429 -1.39585 -0.52731
H -1.45847 -0.52335 1.83231
H -0.61523 1.15644 -0.15332
H -2.22742 1.19492 -2.02590
H -2.30630 -0.21878 -1.19454
*
```

---

# 3
Entry from the Open Molecules 2025 dataset: a 19-piece molecular cluster, C95H95N19 overall in a non-equilibrium geometry (ωB97M-V/def2-TZVPD).

Values from the calculation:
Gap between HOMO and LUMO = 0.3565 Eh
Max |F| = 3.3 eV Å⁻¹
E_LUMO = 0.44 eV

Geometry as ORCA input:
```
! wB97M-V def2-TZVPD RIJCOSX def2/J DEFGRID3
* xyz 0 1
N 3.74165 0.09553 -0.18668
N -4.06632 4.03478 -1.75510
N 0.35586 1.39061 -2.84934
N 1.13842 -3.39496 7.48065
N -2.56554 -2.06400 -1.89982
N 1.71455 5.39116 -4.00795
N 4.05013 1.80779 4.87001
N -0.69337 -1.14542 2.31888
N 2.88959 5.83471 1.71748
N -1.18401 -5.59392 -1.02537
N -4.58358 -3.58941 2.09441
N -1.61529 2.82698 5.14636
N 6.12141 4.64647 -2.60143
N -4.10189 2.51845 -4.76320
N 0.84118 -3.40486 -4.09404
N 2.87116 -4.51255 1.68370
N -1.93034 -1.17002 7.41250
N -1.83276 9.42884 -1.25291
N -1.98857 -6.87243 -6.67935
C 3.63367 3.62723 1.14219
C -2.16576 -8.07532 -6.14492
C 5.57858 -2.07139 -0.35883
C 4.53313 -2.05133 0.56019
C -5.70435 -1.46788 0.69427
C -4.71136 3.68273 -0.60480
C -2.79947 3.58117 -1.91483
C -0.20635 -0.21573 0.18647
C 0.46696 -5.07501 9.04903
C 4.94628 4.58048 -3.25529
C -3.49767 4.02023 -7.06096
C -3.05717 -3.10620 -2.58623
C -0.33449 0.11508 -4.82289
C 2.74025 -0.32000 6.03879
C 2.55806 5.00975 -0.51545
C 1.17979 -2.84344 -1.80575
C -1.91853 8.82066 -0.13592
C -4.12707 4.59865 -5.94959
C 0.93554 -4.63790 7.80131
C -0.66601 -6.86067 1.42356
C 4.64464 3.56394 -4.13365
C 2.28134 -3.72383 -1.71760
C 3.12745 -0.36834 4.71060
C 0.44191 0.88409 0.75362
C -1.27706 -6.12355 -4.54311
C -1.33194 8.71991 -2.27040
C 0.52508 0.92967 2.12319
C -3.05532 -2.95336 5.65051
C 6.81133 2.63385 -3.74312
C -3.87030 -2.44989 1.83700
C 3.11956 3.78556 -0.14603
C -3.57524 1.92875 -5.80815
C -0.60519 1.03655 -3.80434
C 0.68232 -2.44754 8.34950
C -0.29508 2.93383 5.24729
C -1.45338 4.40655 3.35102
C -1.03872 7.34537 -2.22969
C 0.98872 -0.28111 -5.06025
C 3.64660 1.87616 6.16062
C -2.53770 -2.25816 7.84820
C -4.42248 -1.32953 1.15109
C -0.77273 -1.21072 0.99700
C -3.26881 2.65409 -6.98056
C -2.00565 -5.44522 0.01127
C -2.18620 2.75299 -1.05264
C 2.52686 -3.97641 4.45603
C 0.50482 3.69088 4.38507
C 0.59498 -2.64819 -3.01975
C -0.08464 -6.35904 -0.85010
C -5.87673 -3.59653 1.76677
C 5.63316 2.61146 -4.42339
C -4.36646 3.84764 -4.82293
C -4.39802 -1.64105 -3.88664
C -3.97477 -2.91643 -3.57677
C -2.81230 2.47250 0.13119
C 2.45189 6.01563 0.44883
C -4.13237 2.82792 0.33644
C -3.86849 -0.58228 -3.20102
C 3.50885 4.69039 2.01016
C 1.72796 6.44526 -4.81788
C 4.79062 0.10328 -1.00469
C -1.70560 7.44333 0.07150
C -1.83857 -0.97118 6.05069
C 0.89127 4.34156 -4.28248
C 0.18991 -6.95245 0.35513
C 2.59685 -4.46705 -2.82666
C 3.79267 0.75059 4.20139
C -0.00099 4.35852 -5.35221
C 3.59121 -1.07066 0.50935
C 6.95695 3.65982 -2.79857
C -0.06689 -0.06866 2.84466
C -0.05810 4.43451 3.41692
C 1.84943 -3.66778 2.12426
C 1.71964 -3.35963 3.48102
C 5.68949 -0.98400 -1.22283
C 1.92701 0.05482 -4.16298
C -3.09634 -3.19629 7.02417
C 1.57640 0.82425 -3.04386
C -0.02373 5.42359 -6.19920
C 3.62425 -5.06878 2.63764
C 0.18794 -4.15899 10.00125
C 3.54376 -4.88490 4.01906
C -1.72821 -8.40616 -4.90134
C 0.31000 -2.80412 9.63702
C -6.47635 -2.55723 1.03482
C 0.92393 6.46363 -5.94100
C -1.61729 -5.88597 -5.84071
C -2.40796 -1.84731 5.13135
C -3.04557 -0.84584 -2.14808
C 2.94445 0.87182 6.78722
C -1.28060 6.67242 -1.01908
C -1.78134 -6.04826 1.23871
C 1.90274 -4.17245 -4.01616
C -2.17163 3.63410 4.24727
C -1.34372 -7.40556 -4.01191
H -4.67441 4.25522 -3.89323
H -3.81042 -0.45386 1.00805
H 4.25459 5.32631 -2.96809
H 2.70401 0.88776 7.80942
H -2.43836 -8.96665 -6.75399
H 0.49309 -6.14786 9.25802
H -2.21259 9.48281 0.67354
H 7.86842 3.68184 -2.18895
H -2.83898 2.12383 -7.80294
H -2.54022 -5.99119 2.03320
H 0.50626 5.08883 2.80043
H 1.11103 1.62028 2.67835
H -1.74311 -9.46362 -4.58192
H -2.55460 0.01979 -1.61965
H 0.05543 -2.04137 10.35876
H 4.40622 -2.78915 1.31738
H -3.44517 -3.68082 4.95271
H -2.67992 -4.11358 -2.39637
H 1.30705 -0.86447 -5.90460
H -0.63804 3.49403 -5.53556
H -5.62908 4.26610 -0.45456
H -1.90841 7.00045 1.01314
H 3.12983 2.97162 -0.88909
H -4.63427 2.53267 1.27170
H 2.11436 -4.83625 -4.82601
H -1.95803 4.94918 2.55401
H 2.45829 -3.62433 5.50495
H 0.74283 -2.29486 -0.98741
H 0.84334 3.49004 -3.62662
H -3.23522 3.69736 4.21741
H -2.66317 -2.34846 8.93766
H -3.42628 0.85873 -5.74459
H 0.94536 1.60675 0.11153
H -2.30080 -1.73397 4.09918
H 0.00713 -4.46058 11.02894
H 7.52156 1.80840 -3.75683
H 0.65487 -6.56414 -1.69134
H -0.22570 -1.92315 -3.17624
H 1.59749 3.76336 4.44401
H -1.19719 5.59418 -1.12444
H 2.29557 5.21070 -1.55731
H -2.37877 3.77903 -2.91110
H -0.27624 -0.29899 -0.88039
H 2.71162 -1.10218 1.07154
H -2.87774 -2.38586 2.30152
H 5.43684 1.83394 -5.09864
H 3.96500 2.76308 6.69495
H -1.11665 -7.61973 -3.00146
H -1.09048 -0.18841 -5.51380
H 3.97000 4.60868 3.00653
H -1.18014 2.38567 -1.23589
H 0.88173 7.42776 -6.50485
H -7.47101 -2.76323 0.61114
H -3.17492 4.63458 -7.90429
H -5.17997 -1.51426 -4.65424
H 1.09970 -3.31259 1.43196
H 1.04824 -7.62308 0.47599
H -1.58365 1.47468 -3.60238
H -2.27652 1.91555 0.86033
H 3.95335 2.64174 1.49231
H 1.96743 6.91368 0.17096
H -6.48424 -4.49405 1.95196
H 4.96705 0.98480 -1.59242
H 3.00037 -0.19310 -4.18601
H -4.26824 5.68927 -5.91367
H -1.39676 -0.00628 5.73228
H 0.15712 2.32301 5.99838
H 3.70024 3.46707 -4.53012
H -3.39681 -4.12346 7.49805
H -0.03891 0.00586 3.89898
H 2.37090 7.24038 -4.43256
H 2.37910 1.03454 -2.34398
H -1.13635 -2.08233 0.46977
H -1.34043 -4.97941 -6.34228
H -4.41958 -3.79270 -4.03475
H -4.21482 0.40863 -3.35909
H -1.20870 9.26904 -3.14268
H 1.11639 -5.39078 7.04336
H 0.79366 -1.42098 8.02037
H 2.99011 -1.22488 4.09348
H 2.36372 -1.20434 6.55864
H 6.40494 -0.94031 -2.01247
H -0.66455 6.81347 -3.08230
H -2.92056 -4.85810 -0.11183
H 6.25363 -2.85062 -0.43397
H 0.90915 -2.75393 3.81694
H 2.73084 -3.94567 -0.76284
H 4.50322 -5.65705 2.27845
H 4.16971 -5.37522 4.75574
H -0.93021 -5.29915 -3.95582
H -0.75095 5.43764 -6.96538
H -6.09652 -0.70671 0.04490
H -0.54401 -7.40470 2.33110
H 3.31022 -5.27682 -2.84908
H 4.08091 0.81126 3.12778
*
```

---

# 4
Entry from the Open Molecules 2025 dataset: C38H37BrNO3PRu as an isolated structure (ωB97M-V/def2-TZVPD).

Values from the calculation:
Gap between HOMO and LUMO (alpha / beta) = 0.2983 / 0.2648 Eh
Max |F| = 0.3 eV Å⁻¹
E_LUMO (alpha / beta) = -2.97 / -4.01 eV
<S²> = 0.76

Geometry as ORCA input:
```
! wB97M-V def2-TZVPD RIJCOSX def2/J DEFGRID3
* xyz 1 2
Ru -1.08927 0.68119 0.84856
Br -0.88491 9.26303 0.75341
P 0.94094 -0.27295 1.28025
O 0.67822 -0.83030 -2.11910
O -0.23864 2.45628 0.72679
O -2.40720 2.56144 0.93767
N 1.77295 -2.73975 -2.55846
C 0.27212 -1.83806 -4.25711
C 2.68543 1.09354 -0.36042
C 3.33120 -3.49581 0.47218
C 2.99312 1.46248 2.00778
C 0.13672 6.61954 0.67449
C -1.21260 4.63696 0.80973
C -2.26944 6.79291 0.89470
C 0.91095 -0.47998 4.27065
C 0.03692 5.24001 0.69309
C 3.72333 1.97296 -0.62509
C 0.66491 -3.02814 1.07449
C 0.82350 -4.84807 -3.50852
C -0.75492 -2.97885 -4.32693
C -5.38881 1.30495 0.08771
C -2.63247 -1.26762 0.67301
C 4.02936 2.34346 1.73302
C 0.44008 -0.16106 3.00789
C -0.79771 0.45549 2.80825
C 1.54221 -1.95190 0.95699
C -1.32831 3.17368 0.83046
C 2.04438 -3.95121 -3.32005
C 4.39544 2.59659 0.41894
C -0.14520 -4.35534 -4.58011
C -2.18356 -0.11307 -1.39370
C -4.15761 0.46952 -0.09178
C -1.84595 -1.12260 -0.47264
C 0.93063 -1.74955 -2.90134
C 0.10484 -0.15123 5.35311
C -1.01812 7.38283 0.77581
C 1.11309 -4.32538 0.87860
C -3.32176 0.65625 -1.20025
C -2.36295 5.41368 0.91214
C -3.78242 -0.47939 0.84663
C -1.12262 0.48090 5.16701
C 2.88306 -2.19328 0.66161
C -1.59230 0.79674 3.89828
C 2.44725 -4.56067 0.57325
C 2.32749 0.83144 0.96150
H -5.71740 1.30555 1.12528
H 3.58080 -1.37129 0.57646
H -4.38264 -0.61585 1.73800
H -5.20177 2.33398 -0.21572
H 0.92320 4.62422 0.61825
H 2.79909 -5.57359 0.42773
H -1.34519 -2.99099 -3.40398
H 2.14815 0.61052 -1.16897
H 1.09862 7.10355 0.58391
H 0.42220 -5.15283 0.97323
H 4.37562 -3.67397 0.25128
H -1.72030 0.73053 6.03442
H -3.32478 4.92815 1.00697
H 2.81662 -4.48593 -2.76840
H 4.00611 2.17654 -1.64959
H 1.17055 -5.84590 -3.78571
H -0.37187 -2.85929 1.33646
H -3.56317 1.43253 -1.91637
H 1.86545 -0.97098 4.41524
H -1.45382 -2.75791 -5.13519
H -0.95213 -5.08221 -4.69209
H 0.43113 -0.38554 6.35772
H -2.54612 1.29372 3.77039
H 4.54707 2.83369 2.54683
H 1.02888 -1.97381 -5.03474
H -1.53775 0.03570 -2.24829
H -3.15348 7.40923 0.97354
H 2.13125 -2.68365 -1.61542
H 0.31329 -4.94419 -2.54457
H -0.20957 -0.87754 -4.42917
H 2.70075 1.27925 3.03363
H -6.20556 0.91709 -0.52418
H 5.20366 3.28383 0.20625
H 2.47526 -3.69237 -4.29149
H -1.00904 -1.77486 -0.67692
H -2.41546 -2.04604 1.39316
H 0.38098 -4.33098 -5.54044
*
```

---

# 5
Entry from the Open Molecules 2025 dataset: C3H4GaLiO4 as an isolated structure in a non-equilibrium geometry (ωB97M-V/def2-TZVPD).

Values from the calculation:
Gap between HOMO and LUMO = 0.0769 Eh
Max |F| = 4.1 eV Å⁻¹
E_LUMO = -12.08 eV

Geometry as ORCA input:
```
! wB97M-V def2-TZVPD RIJCOSX def2/J DEFGRID3
* xyz 2 1
Ga -4.65739 7.76017 -5.00562
O -1.74436 4.61475 -0.09079
O -3.01815 4.89050 -1.98709
O -3.87528 0.57125 0.01381
O -2.07186 1.94542 0.67065
C -2.31912 4.57938 -1.10232
C -3.31130 1.44062 0.97402
C -3.43537 0.02050 1.26350
Li -3.80527 6.11299 -3.28805
H -4.01188 2.17163 1.38892
H -4.23006 -0.33955 1.92018
H -2.01612 2.93794 0.83084
H -2.53616 -0.59815 1.20033
*
```

---

Repeat the fifth record exactly.
Entry from the Open Molecules 2025 dataset: C3H4GaLiO4 as an isolated structure in a non-equilibrium geometry (ωB97M-V/def2-TZVPD).

Values from the calculation:
Gap between HOMO and LUMO = 0.0769 Eh
Max |F| = 4.1 eV Å⁻¹
E_LUMO = -12.08 eV

Geometry as ORCA input:
```
! wB97M-V def2-TZVPD RIJCOSX def2/J DEFGRID3
* xyz 2 1
Ga -4.65739 7.76017 -5.00562
O -1.74436 4.61475 -0.09079
O -3.01815 4.89050 -1.98709
O -3.87528 0.57125 0.01381
O -2.07186 1.94542 0.67065
C -2.31912 4.57938 -1.10232
C -3.31130 1.44062 0.97402
C -3.43537 0.02050 1.26350
Li -3.80527 6.11299 -3.28805
H -4.01188 2.17163 1.38892
H -4.23006 -0.33955 1.92018
H -2.01612 2.93794 0.83084
H -2.53616 -0.59815 1.20033
*
```

---

Among the records above, which one has the highest max |F|?
C3H4GaLiO4